C84H185N11O11 | ωB97M-V with the def2-TZVPD basis set

Last column: Mulliken charge in e.
Geometry (Å):
C -2.49647 8.58447 6.95145  -2.17
C -3.14563 8.81457 8.30391  2.34
C -4.54847 8.16080 8.27431  -1.98
C -2.26714 8.11199 9.36641  -0.90
C -2.38162 8.75738 10.78040  -0.95
C -2.17597 10.30837 10.64819  -1.04
C -3.16405 11.06441 9.69555  1.55
C -4.59021 11.01312 10.27665  -1.79
C -2.69349 12.51956 9.52223  -2.74
N -3.17610 10.32199 8.43594  0.75
O -3.88028 10.97783 7.38693  -0.37
H -3.14670 8.71349 6.08620  -0.24
H -1.68335 9.30031 6.83092  0.50
H -2.26489 7.54161 6.73487  0.52
H -5.23446 8.78762 7.70456  0.38
H -4.52187 7.20316 7.75440  0.43
H -4.92688 8.14006 9.29631  0.45
H -2.61228 7.10318 9.59287  0.39
H -1.23534 7.98599 9.03833  0.08
H -3.38113 8.62059 11.19316  0.37
H -1.61647 8.27404 11.38787  0.45
H -1.11969 10.44540 10.41669  0.42
H -2.35969 10.77123 11.61779  0.54
H -4.77343 9.95352 10.45490  0.46
H -5.27133 11.51670 9.59065  0.34
H -4.50327 11.61110 11.18382  0.44
H -3.49716 13.21706 9.28620  0.53
H -1.90527 12.63679 8.77855  0.49
H -2.19132 12.97113 10.37781  0.50
H -3.18798 11.27280 6.79084  0.18
C -3.13931 18.27982 11.96684  -1.85
C -2.73543 18.65570 10.53862  1.84
C -2.39425 20.17035 10.58420  -2.13
C -1.43506 17.93081 10.05425  -1.45
C -1.65861 16.50295 9.39646  -0.96
C -2.81524 16.61917 8.43297  -0.65
C -4.17138 17.19407 8.93284  1.68
C -5.01955 17.55230 7.63080  -2.52
C -4.99694 16.24074 9.87086  -1.38
N -3.81316 18.54539 9.46924  0.53
O -4.94511 19.25517 9.72609  -0.51
H -3.00380 17.20975 12.12392  0.41
H -2.48006 18.85048 12.62094  0.47
H -4.17098 18.45375 12.27264  0.30
H -2.39208 20.65408 9.60741  0.36
H -3.27706 20.58552 11.07037  0.44
H -1.45440 20.29584 11.12182  0.53
H -0.85294 18.53827 9.36127  0.32
H -0.93710 17.68852 10.99310  0.59
H -0.66237 16.18745 9.08652  0.44
H -1.92365 15.76320 10.15186  0.13
H -3.09029 15.63214 8.06120  0.45
H -2.39207 17.20252 7.61521  0.09
H -6.01723 17.90468 7.89264  0.59
H -5.28456 16.68822 7.02151  0.51
H -4.60111 18.25228 6.90759  0.38
H -4.79265 15.24615 9.47444  0.35
H -6.07077 16.39335 9.97897  0.32
H -4.53333 16.15530 10.85364  0.28
H -4.85122 19.90651 9.02714  0.36
C 2.20036 16.96216 0.66671  -1.99
C 1.42821 17.18281 -0.62667  1.40
C 1.83144 18.68776 -1.04850  -1.71
C 2.03273 16.21323 -1.67003  -1.08
C 1.25491 16.04039 -2.97426  -0.86
C -0.24303 15.70222 -2.61380  -0.84
C -0.87375 16.67066 -1.50463  2.58
C -1.14304 18.11132 -2.09383  -1.94
C -2.18464 16.11759 -1.07261  -2.48
N 0.03615 16.79739 -0.45297  1.05
O -0.51438 17.20225 0.81535  -0.35
H 1.94741 17.73358 1.39405  0.45
H 1.94445 16.06836 1.23567  0.01
H 3.27554 17.04270 0.50672  0.51
H 0.97023 19.34591 -0.93337  0.35
H 2.60633 19.11940 -0.41498  0.45
H 2.04372 18.80660 -2.11100  0.33
H 2.98450 16.67626 -1.93050  0.49
H 2.13014 15.20830 -1.25927  0.16
H 1.37813 16.85108 -3.69239  0.38
H 1.69908 15.24489 -3.57258  0.48
H -0.28402 14.65476 -2.31504  -0.05
H -0.70836 15.80971 -3.59360  0.42
H -1.29483 18.82140 -1.28091  0.30
H -1.92769 18.17418 -2.84780  0.41
H -0.28036 18.46194 -2.66036  0.39
H -2.07222 15.28365 -0.37978  0.17
H -2.84816 15.81298 -1.88197  0.54
H -2.74136 16.92007 -0.58867  0.27
H -0.94184 16.36210 0.99708  0.07
C -1.76150 4.32313 -3.41787  -1.87
C -3.15274 4.66014 -2.93110  1.42
C -4.22110 3.87371 -3.77873  -1.69
C -3.27148 4.16886 -1.52530  -1.30
C -4.47546 4.66008 -0.79024  -1.12
C -4.52792 6.16976 -0.78050  -0.60
C -4.55886 6.82265 -2.13482  2.28
C -6.03706 6.90792 -2.70870  -1.68
C -3.94973 8.18421 -1.87189  -2.36
N -3.51343 6.13244 -3.02137  0.56
O -3.38858 6.67177 -4.24998  -0.49
H -1.53991 4.71157 -4.41191  0.38
H -1.00352 4.75007 -2.76115  0.43
H -1.65754 3.24115 -3.49920  0.38
H -4.13501 4.12067 -4.83689  0.37
H -3.93877 2.82319 -3.70953  0.48
H -5.24905 4.00076 -3.43918  0.33
H -3.40416 3.08781 -1.56799  0.42
H -2.28931 4.30980 -1.07410  0.33
H -5.42958 4.18285 -1.01383  0.37
H -4.31344 4.21771 0.19270  0.44
H -3.67196 6.46436 -0.17335  0.13
H -5.40366 6.30664 -0.14612  0.28
H -5.94428 7.36435 -3.69418  0.43
H -6.66629 7.67918 -2.26449  0.18
H -6.56302 5.97538 -2.50419  0.35
H -3.64845 8.69462 -2.78666  0.45
H -3.00344 8.19423 -1.33103  0.60
H -4.41051 8.89331 -1.18416  0.10
H -2.75598 7.36932 -4.06335  0.37
C 5.12715 7.03178 7.84058  -1.78
C 3.75855 7.48719 7.33783  1.45
C 2.47128 7.04620 8.25225  -1.54
C 3.91593 9.03414 7.42849  -1.36
C 2.97555 9.81857 6.54425  -1.02
C 2.75242 9.27706 5.17234  -0.66
C 2.50044 7.73551 5.13408  1.92
C 1.07856 7.42640 5.61675  -1.15
C 2.71883 7.56026 3.61124  -2.00
N 3.49784 7.02128 5.92106  0.13
O 3.50344 5.59824 5.67923  -0.48
H 5.31123 7.40822 8.84682  0.38
H 5.10037 5.94768 7.95061  0.40
H 5.94567 7.33440 7.18747  0.47
H 2.96123 6.67183 9.15108  0.53
H 1.95441 7.93023 8.62567  0.30
H 1.72955 6.32730 7.90423  0.25
H 3.74188 9.47020 8.41218  0.35
H 4.95691 9.21788 7.16258  0.52
H 2.00760 10.00624 7.00896  0.22
H 3.43264 10.80659 6.48966  0.54
H 3.64150 9.60910 4.63626  0.82
H 1.83743 9.79830 4.89091  -0.36
H 0.34279 7.93521 4.99397  -0.06
H 0.95862 7.77832 6.64139  0.11
H 0.80945 6.37461 5.51971  0.46
H 2.56671 6.54027 3.25828  0.43
H 3.73232 7.85727 3.34156  0.50
H 1.97864 8.12037 3.03986  0.23
H 2.76605 5.21756 6.16188  0.38
C -7.86370 11.37751 -3.24997  -1.56
C -8.88854 11.67439 -2.10614  1.72
C -10.33820 11.63549 -2.65672  -2.09
C -9.02625 10.56566 -1.03538  -1.99
C -7.91120 10.51846 0.00831  0.39
C -7.73810 11.95402 0.64299  -0.77
C -7.55440 13.03128 -0.37556  2.68
C -7.74648 14.35759 0.36067  -3.16
C -6.19132 12.95080 -1.06724  -1.90
N -8.65241 12.95320 -1.35929  0.38
O -8.81882 14.10027 -2.08155  -0.47
H -7.48416 12.35858 -3.53552  0.34
H -7.17964 10.61780 -2.87181  0.16
H -8.23995 11.04077 -4.21596  0.44
H -11.07171 11.97869 -1.92715  0.48
H -10.40622 12.30936 -3.51074  0.43
H -10.73204 10.67447 -2.98751  0.38
H -9.94714 10.55576 -0.45231  0.39
H -8.91201 9.56424 -1.45034  0.56
H -8.10466 9.86889 0.86197  0.06
H -6.99891 9.96664 -0.21826  -0.01
H -6.75972 11.90910 1.12137  0.05
H -8.55128 12.28215 1.29043  0.54
H -7.13674 14.53092 1.24739  0.30
H -8.78589 14.48435 0.66343  0.51
H -7.56847 15.19884 -0.30919  0.78
H -5.44456 13.32318 -0.36597  0.53
H -5.93727 13.54288 -1.94645  0.24
H -5.78007 11.94441 -1.14564  0.25
H -9.47430 14.60154 -1.59095  0.34
C -8.00952 17.75862 1.70417  -1.99
C -6.49105 18.17166 1.90048  1.38
C -5.68050 16.87947 2.09375  -0.68
C -6.13428 18.89982 0.56334  -1.44
C -4.70880 19.55241 0.69488  0.00
C -4.85695 20.66947 1.82316  -1.30
C -5.23227 20.01937 3.20475  1.80
C -3.91704 19.43009 3.70670  -0.30
C -5.82254 21.10820 4.12831  -1.91
N -6.36905 19.02425 3.03107  0.33
O -7.08451 18.65255 4.19953  -0.48
H -8.62204 18.65587 1.79286  0.55
H -8.16155 17.36666 0.69851  0.35
H -8.48520 17.06198 2.39449  0.31
H -6.31362 16.11868 2.55032  0.31
H -5.21331 16.46533 1.20026  0.38
H -4.84264 17.06918 2.76465  -0.46
H -6.27187 18.29077 -0.33010  0.48
H -6.84301 19.70641 0.37570  0.44
H -3.97585 18.79208 0.96465  -0.18
H -4.42894 20.07430 -0.22022  0.45
H -5.59276 21.43534 1.57794  0.37
H -3.82817 21.02722 1.78174  0.39
H -3.05461 20.06794 3.90022  0.29
H -3.60887 18.61921 3.04670  -0.10
H -3.95304 18.91310 4.66562  -0.53
H -5.17219 21.98109 4.07156  0.43
H -6.00355 20.82028 5.16390  0.28
H -6.77872 21.45310 3.73478  0.47
H -6.44284 18.07070 4.61344  0.36
C 2.45906 23.48200 8.40265  -2.06
C 1.27274 23.08192 7.52551  1.68
C 0.11408 22.83222 8.48318  -1.80
C 1.11400 24.41165 6.67125  -1.55
C 0.46398 24.21675 5.29618  -0.69
C 1.26784 23.11483 4.54850  -1.37
C 1.19253 21.72313 5.30130  1.89
C -0.31765 21.13055 5.24317  -1.49
C 2.17823 20.78660 4.59603  -2.26
N 1.65024 21.87004 6.73245  0.26
O 1.68183 20.64887 7.42180  -0.35
H 3.38401 23.78401 7.91136  0.47
H 2.35545 24.30016 9.11537  0.40
H 2.80560 22.56496 8.87917  0.40
H -0.78212 22.73278 7.87077  0.34
H 0.10663 21.88819 9.02803  0.42
H -0.05362 23.67656 9.15181  0.47
H 0.51579 25.09920 7.26918  0.50
H 1.99450 25.04389 6.55692  0.48
H -0.54374 23.88278 5.54332  0.25
H 0.37142 25.11789 4.68997  0.46
H 2.23379 23.47851 4.19811  0.38
H 0.83744 22.80801 3.59523  0.54
H -0.82894 21.39266 4.31690  0.33
H -0.80369 21.37424 6.18788  0.20
H -0.24619 20.04416 5.19075  0.41
H 2.06107 19.77867 4.99409  0.46
H 3.15703 21.02343 5.01313  0.43
H 2.10501 20.61902 3.52149  0.40
H 2.58829 20.38353 7.25000  0.34
C -0.75140 11.87057 -0.43840  -0.81
O -0.81473 12.72308 0.65136  0.28
C 0.38616 13.33185 1.14003  0.69
C 1.31733 12.31178 1.81199  0.63
C 0.71045 11.91995 3.09012  0.03
N 2.56159 12.91564 2.14347  -0.74
H -0.39957 12.47777 -1.27244  0.04
H -1.74828 11.45026 -0.57130  0.27
H -0.06440 11.02442 -0.42565  0.29
H 0.95666 13.93607 0.43466  -0.92
H 0.10344 14.04814 1.91146  -0.10
H 1.64782 11.49536 1.16984  0.21
H -0.26833 11.55205 2.78235  -0.41
H 0.62176 12.69515 3.85123  0.40
H 1.32623 11.09762 3.45439  -0.24
H 2.77334 13.53218 1.37202  0.20
H 2.64864 13.49208 2.96824  0.30
C -3.48729 12.02395 3.13216  0.59
O -4.25355 13.11511 3.63498  -0.36
C -3.62380 14.06061 4.49464  -0.49
C -2.37297 14.78603 3.98365  1.59
C -1.79074 15.91157 4.89057  -1.39
N -2.54452 15.36516 2.66477  0.98
H -3.03768 11.40787 3.91087  0.17
H -2.66638 12.40512 2.52477  -0.04
H -4.13634 11.53919 2.40288  -0.40
H -4.41722 14.79046 4.65558  0.07
H -3.42397 13.50086 5.40834  -0.07
H -1.61572 14.01317 3.85193  -0.67
H -2.41922 16.79528 5.00092  -0.13
H -0.89353 16.31002 4.41690  0.44
H -1.47629 15.60529 5.88827  0.49
H -2.65996 14.65846 1.95249  0.02
H -3.43880 15.83409 2.64314  -0.59
C -2.19580 8.56280 2.55244  -0.39
O -3.39961 8.00951 3.05163  -0.45
C -4.59733 8.60542 2.57829  1.39
C -5.64283 8.44488 3.65297  0.64
C -6.17969 6.97316 3.91619  -1.65
N -6.79866 9.24008 3.28105  -0.46
H -2.10510 9.60962 2.84232  -0.08
H -2.29382 8.64292 1.46982  0.15
H -1.28114 8.05091 2.85155  0.43
H -4.30204 9.61123 2.27953  -0.44
H -4.81407 8.02821 1.67942  -0.41
H -5.26851 8.67196 4.65118  -0.10
H -5.36693 6.34421 4.27944  0.34
H -6.52587 6.56981 2.96457  0.34
H -6.97733 7.12326 4.64374  0.41
H -6.64270 10.23149 3.39449  0.21
H -7.19582 9.10053 2.36295  0.10

Output
2S+1 ... 1
Relative energy (zero: lowest compared OMol25 entry of this formula, charge and spin) ... 916.6 kJ/mol
SMILES ... CC1(C)CCCC(C)(C)N1O.CC1(C)CCCC(C)(C)N1O.CC1(C)CCCC(C)(C)N1O.CC1(C)CCCC(C)(C)N1O.CC1(C)CCCC(C)(C)N1O.CC1(C)CCCC(C)(C)N1O.CC1(C)CCCC(C)(C)N1O.CC1(C)CCCC(C)(C)N1O.COC[C@H](C)N.COC[C@H](C)N.COC[C@H](C)N

CHIN2O3S | ωB97M-V with the def2-TZVPD basis set

Last column: natural (NBO) charge in e.
Geometry (Å):
C 0.11227 0.58066 -1.45286  0.73
N -0.12873 0.68710 -0.26257  -0.40
N 0.22084 0.05023 0.75775  -0.80
O -2.08828 2.34491 0.28657  -0.97
O 0.19394 0.61745 -2.66776  -0.59
O -0.05940 3.51269 0.68065  -0.96
S -0.76681 2.23355 0.89995  1.70
I 1.54943 -9.47497 1.32764  -1.00
H 0.96675 -0.55162 0.43064  0.28

Output
2S+1 ... 1
Net charge ... -2

H16O8 | ωB97M-V with the def2-TZVPD basis set

Last column: natural (NBO) charge in e.
Geometry (Å):
O 0.50251 1.09343 -1.64625  -0.97
H 0.81459 0.91434 -0.70240  0.51
H 0.11354 1.99089 -1.62615  0.51
O 2.47931 0.34363 -0.17940  -1.02
H 2.20406 -0.55316 0.13504  0.51
H 3.45990 0.40376 -0.30501  0.50
O -0.63201 -1.21573 -1.62873  -1.01
H -0.38722 -0.19670 -1.75566  0.52
H -0.21378 -1.57409 -2.41056  0.49
O 1.36719 -1.98198 0.14942  -0.96
H 0.84548 -1.85220 -0.64371  0.49
H 0.69761 -1.91289 0.78711  0.50
O 0.84480 0.98762 1.68071  -1.00
H 1.67523 0.97101 1.23121  0.50
H 0.57261 0.06252 1.86967  0.50
O -2.52142 -0.48252 -0.23591  -0.98
H -1.97298 -0.93954 -0.93423  0.51
H -2.18525 0.46664 -0.19370  0.50
O -1.21120 2.19376 0.18618  -1.05
H -0.50748 1.78674 0.82829  0.53
H -1.79258 2.90628 0.56573  0.49
O -0.98891 -1.38567 1.60151  -1.04
H -1.66712 -1.03628 0.88083  0.50
H -1.49687 -0.98986 2.34602  0.47

Output
2S+1 ... 1
Relative energy (zero: lowest compared OMol25 entry of this formula, charge and spin) ... 159.8 kJ/mol
SMILES ... O.O.O.O.O.O.O.O

Values for calculated total energy, eV, ordered as above
-129001.8956, -29110.3517, -16640.3545
Values for Kohn-Sham gap, eV, ordered as above
8.2, 6.4, 11.4
Values for E_LUMO, eV, ordered as above
0.23, 5.04, 0.43